A structure of composition C30H36BrN8O2PbSe3Te. Source: the Open Molecules 2025 dataset; level of theory: ωB97M-V with the def2-TZVPD basis set.

Geometry as XYZ:
```
82
C30H36BrN8O2PbSe3Te, DFT ωB97M-V with the def2-TZVPD basis set
Pb 0.2937 0.0116 -1.6964
C -2.9802 2.5062 0.4746
C -2.2493 1.5351 -0.4058
N -1.0306 1.7693 -0.8141
N -0.4375 2.9262 -0.5191
C 0.7840 3.0585 -1.0382
O 1.3595 2.2151 -1.7698
C 1.4824 4.3102 -0.6817
C 0.9469 5.1983 0.2474
C 1.6525 6.3264 0.6165
C 2.8944 6.5884 0.0569
C 3.4258 5.7150 -0.8802
C 2.7260 4.5817 -1.2436
C -2.8837 0.3446 -0.8852
C -4.2097 0.0033 -0.5553
C -4.8143 -1.0692 -1.1678
C -4.1091 -1.7787 -2.1431
C -2.7986 -1.4081 -2.3872
N -2.1836 -0.4271 -1.7515
H -2.4113 3.4345 0.4813
H -3.9874 2.6935 0.1071
H -3.0389 2.1188 1.4939
H -0.0193 4.9807 0.6692
H 1.2432 7.0078 1.3505
H 3.4478 7.4724 0.3499
H 4.3926 5.9175 -1.3182
H 3.1381 3.8808 -1.9563
H -4.7467 0.5900 0.1741
H -5.8283 -1.3514 -0.9143
H -4.5645 -2.5886 -2.6919
H -2.2124 -1.9080 -3.1451
Se 0.1911 0.1677 -4.3857
Se 2.2847 -0.8092 -4.3639
Te 3.6246 1.1321 -3.4632
Se 5.0096 0.2900 -1.6522
C -3.4922 -1.7638 3.2551
C -2.0707 -2.0574 2.8946
C -1.3598 -3.1078 3.4735
C -0.0495 -3.3492 3.0859
C 0.4976 -2.5087 2.1315
Br 2.2906 -2.7697 1.5338
N -0.1538 -1.5045 1.5823
C -1.4069 -1.2866 1.9481
H -3.8276 -2.4097 4.0630
H -4.1334 -1.9200 2.3881
H -3.6002 -0.7258 3.5649
H -1.8239 -3.7375 4.2206
H 0.5307 -4.1544 3.5062
H -1.8913 -0.4555 1.4520
C 2.5434 2.8831 2.9175
C 3.3928 2.0225 1.9724
C 3.8519 0.7584 2.7172
C 4.6147 2.8128 1.5064
N 2.6243 1.7558 0.7564
N 1.5675 0.8178 0.8146
H 3.1375 3.2130 3.7676
H 1.6922 2.3207 3.2989
H 2.1684 3.7541 2.3874
H 4.5088 1.0432 3.5362
H 4.3988 0.1006 2.0430
H 3.0065 0.2208 3.1480
H 5.2245 3.1300 2.3483
H 4.2918 3.6877 0.9507
H 5.2191 2.1970 0.8442
H 3.2635 1.4453 0.0255
H 0.7977 1.2169 1.3466
H 1.8458 -0.0648 1.2473
N -2.6521 -7.3720 -2.3654
C -2.5463 -6.3495 -3.2672
O -3.1316 -6.3757 -4.3326
C -1.6930 -5.2195 -2.8319
C -1.0196 -4.4718 -3.8008
C -0.1894 -3.4462 -3.3894
N -0.0388 -3.0929 -2.1195
C -0.7113 -3.7749 -1.2048
C -1.5275 -4.8532 -1.4930
H -3.1344 -8.2025 -2.6696
H -2.0029 -7.4603 -1.6034
H -1.1447 -4.7090 -4.8469
H 0.3730 -2.8653 -4.1066
H -0.5801 -3.4394 -0.1865
H -2.0517 -5.3675 -0.7017
```

The calculation puts the LUMO energy at 1.68 eV. As for the HOMO-LUMO gap: 4.25 eV. The strongest force on any atom comes out at 0.0327 Eh/bohr. As for the total charge: -1. The total energy comes out at -326336.22142 eV.

Atom charges from the Löwdin analysis, given in e for atoms 1 to 4:
1 Pb 0.953
2 C -0.029
3 C -0.308
4 N -0.076

***

A structure of composition C30H36ClO5Ti. Source: the Open Molecules 2025 dataset; level of theory: ωB97M-V with the def2-TZVPD basis set.

Geometry as XYZ:
```
73
C30H36ClO5Ti, DFT ωB97M-V with the def2-TZVPD basis set
C 0.3559 -0.6646 -3.9953
C 0.1927 -1.2465 -2.5709
C -0.1039 0.7961 -3.9079
C -0.8159 0.9773 -2.5312
H -0.7990 1.0020 -4.7259
H 0.7526 1.4679 -4.0267
C -1.0305 -0.5360 -2.0285
H 1.0908 -0.9412 -2.0069
H 0.1281 -2.3470 -2.5811
C -1.5646 -0.9779 -0.6478
H -1.8534 -0.8613 -2.6934
H -1.8506 1.3222 -2.7249
C -0.1631 2.0553 -1.7943
C 1.7751 -0.8517 -4.5251
C -0.4549 -1.3836 -5.0861
O -1.0985 -0.8271 -5.9640
O 2.7762 -0.7629 -3.8201
O 1.8097 -1.1033 -5.8430
O -0.3763 -2.7211 -5.0207
C -0.9371 -3.3304 -6.1891
H -0.8286 -4.4033 -6.0283
H -0.3686 -2.9919 -7.0643
H -1.9854 -3.0361 -6.3051
C 3.1175 -1.2816 -6.3891
H 3.7399 -0.3956 -6.2204
H 2.9414 -1.4297 -7.4498
H 3.6008 -2.1609 -5.9498
O -0.8084 -0.7184 0.5198
H -1.6725 -2.0792 -0.6799
H -2.5804 -0.5658 -0.4927
C -1.0222 3.0224 -1.0750
C 1.2962 2.2300 -1.7306
H 1.5973 3.1304 -2.3128
H 1.8772 1.3737 -2.1126
H 1.6233 2.4255 -0.6907
H -0.4930 3.4123 -0.1939
H -1.9310 2.5125 -0.7104
H -1.3343 3.8898 -1.6877
Ti -0.3566 -0.5520 2.2121
C -2.2611 -0.7049 3.8077
C -3.0821 -1.1059 2.7065
C -2.5357 -2.2861 2.1507
H -4.0274 -0.6375 2.4159
C -1.3664 -2.6476 2.8971
C -1.2193 -1.6951 3.9685
H -0.5366 -1.7854 4.8169
H -2.4908 0.1010 4.5018
H -2.9804 -2.8687 1.3455
H -0.7932 -3.5667 2.7837
C 1.7711 0.4023 2.5950
C 1.5884 -0.6095 3.5928
C 1.5182 -1.8739 2.9254
H 1.5444 -0.4530 4.6694
C 1.6195 -1.6465 1.5207
C 1.7971 -0.2338 1.3130
H 2.0059 0.2511 0.3567
H 1.9468 1.4614 2.7662
H 1.4643 -2.8540 3.3951
H 1.6715 -2.4040 0.7433
Cl 0.5187 4.3569 3.1834
C 0.2912 3.3158 4.5308
C 0.6641 3.7684 5.7968
C 0.5596 2.9295 6.9115
C 0.0559 1.6369 6.7451
C -0.3073 1.1930 5.4752
C -0.2542 2.0140 4.3271
C -0.6929 1.5619 2.9924
H 1.0718 4.7749 5.8990
H 0.8799 3.2750 7.8964
H -0.0388 0.9586 7.5955
H -0.6418 0.1606 5.3977
H -1.7836 1.6489 2.8468
H -0.2025 2.1139 2.1745
```

The calculation puts the LUMO energy (alpha / beta) at 2.31 / 2.34 eV. As for the HOMO-LUMO gap (alpha / beta): 3.65 / 2.46 eV. The strongest force on any atom comes out at 0.0467 Eh/bohr. As for the total charge: -1. The total energy comes out at -77567.29998 eV.

Atom charges from the Löwdin analysis, given in e for atoms 1 to 4:
1 C -0.244
2 C -0.074
3 C -0.051
4 C -0.263

***

A structure of composition C30H36F9N2O2SSb2Tc. Source: the Open Molecules 2025 dataset; level of theory: ωB97M-V with the def2-TZVPD basis set.

Geometry as XYZ:
```
83
C30H36F9N2O2SSb2Tc, DFT ωB97M-V with the def2-TZVPD basis set
Tc 1.0594 -1.4025 -2.0089
C -2.8630 4.5692 0.6106
Sb -1.0003 3.4983 0.6221
C 0.1775 5.2169 0.0950
C -0.6353 4.0079 2.7907
C -1.3398 3.0466 3.6105
C -2.7098 3.2474 3.8970
C -3.4335 2.3263 4.6016
C -2.8171 1.1377 5.0892
C -1.4967 0.9186 4.8633
C -0.7004 1.8510 4.1316
C 0.6955 1.6076 4.0029
Sb 1.4259 0.2763 2.1812
C 3.2307 0.1501 3.3371
C 0.3209 -1.3683 2.9823
H -2.7173 5.5581 1.0483
H -3.6258 4.0211 1.1642
H -3.1908 4.6743 -0.4237
H -0.2175 6.0867 0.6195
H 0.1239 5.3870 -0.9799
H 1.2194 5.0590 0.3767
H -1.0475 5.0142 2.8594
H 0.4484 4.0170 2.8951
H -3.1829 4.1556 3.5437
H -4.4815 2.5079 4.8047
H -3.3960 0.4242 5.6613
H -1.0154 0.0394 5.2769
H 1.0783 0.9306 4.7684
H 1.3283 2.4848 3.8779
H 3.1302 -0.6039 4.1161
H 3.4017 1.1294 3.7869
H 4.0752 -0.0972 2.6967
H 0.7937 -1.7378 3.8927
H 0.2717 -2.1660 2.2425
H -0.6928 -1.0260 3.1942
O 0.1013 -2.2505 -3.5268
N 0.7588 -2.3928 -4.7086
C 0.1935 -3.2219 -5.6138
C 0.7924 -3.4263 -6.8196
C 1.9833 -2.7455 -7.1068
C 2.5204 -1.8926 -6.1775
C 1.8972 -1.7154 -4.9335
S 2.4929 -0.6860 -3.6915
H -0.7300 -3.6792 -5.2964
H 0.3394 -4.1042 -7.5291
H 2.4799 -2.8954 -8.0572
H 3.4313 -1.3405 -6.3688
F 2.9390 -2.4922 2.3066
C 2.9143 -3.4458 1.3672
F 1.7883 -4.1473 1.5482
F 3.9544 -4.2464 1.5877
C 2.9422 -2.8161 -0.0657
O 2.0192 -1.7765 -0.1664
C 4.4001 -2.2924 -0.3400
F 4.3998 -1.3907 -1.3142
F 4.8955 -1.6950 0.7575
F 5.2298 -3.2805 -0.6826
C 2.6324 -3.9976 -1.0597
F 2.9789 -3.6235 -2.3104
F 3.2389 -5.1364 -0.7790
F 1.3074 -4.2274 -1.0873
C -2.4938 -0.5476 0.8688
N -2.9739 -1.0902 -0.3851
C -3.7861 -2.2800 -0.2254
C -1.9531 -1.2022 -1.3907
C -1.4440 0.1400 -1.8979
C -2.3277 1.1849 -2.1513
C -1.8513 2.3979 -2.6329
C -0.4811 2.5873 -2.8057
C 0.4020 1.5500 -2.5305
C -0.0769 0.3049 -2.1165
H -3.3361 -0.3351 1.5291
H -1.9555 0.3848 0.6860
H -1.8091 -1.2422 1.3926
H -4.5995 -2.0730 0.4703
H -3.2184 -3.1437 0.1611
H -4.2229 -2.5589 -1.1841
H -2.3401 -1.7853 -2.2285
H -1.0766 -1.7815 -0.9968
H -3.3871 1.0356 -1.9692
H -2.5456 3.1948 -2.8794
H -0.1053 3.5301 -3.1878
H 1.4637 1.7059 -2.6859
```

The calculation puts the LUMO energy (alpha / beta) at -6.38 / -4.30 eV. As for the HOMO-LUMO gap (alpha / beta): 2.32 / 5.32 eV. The strongest force on any atom comes out at 0.0423 Eh/bohr. As for the total charge: +1. As for the expectation value of S²: 1.126. The total energy comes out at -89325.85645 eV. The spin multiplicity is 2.

Atom charges from the Löwdin analysis, given in e for atoms 1 to 4:
1 Tc 1.305
2 C -0.334
3 Sb 1.330
4 C -0.338

***

A structure of composition C30H36GeLuN7O3S. Source: the Open Molecules 2025 dataset; level of theory: ωB97M-V with the def2-TZVPD basis set.

Geometry as XYZ:
```
79
C30H36GeLuN7O3S, DFT ωB97M-V with the def2-TZVPD basis set
Lu 1.0926 -0.0580 0.1351
N -1.8794 -3.2101 2.1644
C -1.1615 -2.2473 1.4407
S 0.2916 -1.6674 2.2032
N -1.6721 -1.9386 0.2922
N -0.9529 -0.9986 -0.4215
C -1.3684 -0.7724 -1.6729
C -0.8115 0.3429 -2.3546
C -1.1079 0.6718 -3.7115
C -0.7164 1.8786 -4.2138
C 0.0137 2.7832 -3.4023
C 0.3976 2.3406 -2.1605
N 0.0544 1.1546 -1.6435
H -1.7364 -3.1269 3.1588
H -2.8537 -3.2322 1.8990
H -2.5687 -2.4962 -1.6411
H -1.6388 -0.0434 -4.3212
H -0.9487 2.1340 -5.2418
H 0.3268 3.7549 -3.7567
H 1.0374 2.9517 -1.5298
C 0.7382 8.4987 0.3512
O 0.1176 8.7572 1.5873
C 0.2802 7.7808 2.5615
C -0.6377 7.7758 3.6054
C -0.5326 6.8462 4.6215
C 0.4770 5.8592 4.6461
C 1.3998 5.8983 3.5804
C 1.3041 6.8454 2.5641
N 0.4957 5.0164 5.7435
N 1.2570 3.9170 5.7549
C 1.4918 3.1500 4.6288
C 2.6665 2.4012 4.5982
C 3.0417 1.6015 3.5091
C 2.2564 1.4774 2.3852
O 2.6070 0.7747 1.2934
C 0.9907 2.1171 2.4255
N 0.1557 1.8597 1.3692
C -1.0517 2.3659 1.3604
C -1.5491 3.1534 2.4067
C -0.7282 3.4276 3.4724
C 0.5907 2.9376 3.5152
H 0.3396 9.2179 -0.3634
H 0.5247 7.4836 0.0029
H 1.8253 8.6239 0.4049
H -1.4366 8.5089 3.6011
H -1.2455 6.8472 5.4389
H 2.2007 5.1749 3.5443
H 2.0417 6.8321 1.7717
H 3.3214 2.4915 5.4572
H 3.9873 1.0699 3.5217
H -1.6626 2.1192 0.4962
H -2.5638 3.5261 2.3682
H -1.0912 4.0161 4.3027
C 4.7335 0.7894 -1.6624
Ge 3.6581 -0.6246 -2.5059
C 2.7328 0.2188 -4.0190
C 4.9504 -1.8058 -3.4233
C 2.5405 -1.4882 -1.2141
H 5.4552 1.2049 -2.3709
H 5.2662 0.4062 -0.7903
H 4.0858 1.5943 -1.3076
H 3.4774 0.4657 -4.7812
H 2.2236 1.1369 -3.7217
H 1.9856 -0.4424 -4.4644
H 5.5716 -1.2216 -4.1091
H 4.4144 -2.5640 -4.0002
H 5.6006 -2.3176 -2.7098
H 3.2346 -1.9461 -0.4947
H 2.0094 -2.3080 -1.7155
C -0.8341 -2.9293 -3.5079
O -2.0128 -2.1554 -3.5992
C -2.4230 -1.6535 -2.3174
C -3.7564 -0.9595 -2.5105
H -0.5835 -3.2591 -4.5157
H -0.9842 -3.8048 -2.8650
H 0.0009 -2.3482 -3.1047
H -4.4651 -1.6450 -2.9815
H -3.6689 -0.0641 -3.1268
H -4.1455 -0.6655 -1.5342
```

The calculation puts the LUMO energy (alpha / beta) at 4.33 / 4.32 eV. As for the HOMO-LUMO gap (alpha / beta): 5.17 / 4.58 eV. The strongest force on any atom comes out at 0.0171 Eh/bohr. As for the total charge: -2. As for the energy above the lowest of the compared OMol25 structures with the same formula, charge and spin: 0.0 kJ/mol. The total energy comes out at -149241.31160 eV.

Atom charges from the Löwdin analysis, given in e for atoms 1 to 4:
1 Lu 1.419
2 N 0.004
3 C -0.917
4 S 0.495

***

Q: Among the records above, which one has the highest total energy?
A: C30H36ClO5Ti